Computed, not measured: a structure of composition C2H2LaLiO2, with wB97M-V/def2-TZVPD.

ORCA input file:
```
! RIJCOSX wB97M-V def2-TZVPD def2/J DEFGRID3
* xyz 2 1
C 0.7058 -1.0508 0.3255
C -0.4167 -1.4742 1.1787
O -1.6488 -1.2943 0.6731
O 0.4115 -0.5628 -0.8453
H -0.2481 -1.1027 2.2185
La 2.7778 0.2970 -0.5753
Li -1.5590 -0.4280 -0.9061
H 0.2056 -2.5029 1.2298
*
```

Properties
LUMO level = -10.6585 eV
ΔE to the lowest compared entry with this formula, charge and spin = 73.6 kcal/mol
E_tot = -266.27124 a.u.

Mulliken atomic charges, in units of e: -0.05 0.08 -0.85 -0.66 0.36 2.00 0.89 0.22